No. 1
DFT (the ωB97M-V functional and the def2-TZVPD basis) results for a cluster of 2 separate species, CBrClO in total.

Each line ends with the natural charge from an NBO analysis.
Atoms and positions in Å:
1 C 0.09 -0.39 0.03  0.5586
2 O 0.91 -1.16 0.01  -0.3962
3 Cl 0.69 1.95 -0.01  -0.4345
4 Br -1.69 -0.40 -0.03  0.2722

Energy above the lowest of the compared OMol25 structures with the same formula, charge and spin in kJ/mol: 121.4
Maximum force in eV/A: 3.213
Molecular weight in g mol⁻¹: 143.37
HOMO level in eV: -10.37
Spin multiplicity: 1
Calculated total energy in eV: -85647.6579



No. 2
DFT (the ωB97M-V functional and the def2-TZVPD basis) results for the molecule CBrF2I.

Each line ends with the natural charge from an NBO analysis.
Atoms and positions in Å:
1 C -0.01 -0.44 0.26  0.5634
2 F 0.32 0.77 0.57  -0.3213
3 F 0.30 -0.46 -1.11  -0.3865
4 Br -4.02 0.86 -0.39  -0.1645
5 I -2.51 -0.84 0.30  0.3088

Energy above the lowest of the compared OMol25 structures with the same formula, charge and spin in kJ/mol: 200.3
Maximum force in eV/A: 2.958
Molecular weight in g mol⁻¹: 256.81
HOMO level in eV: -9.34
Spin multiplicity: 1
Calculated total energy in eV: -84612.3263